The following is a quantum chemistry calculation of an isolated ion of composition C8H11BrN and charge +1, from the OMol25 dataset.

Structure (XYZ):
```
21
Properties=species:S:1:pos:R:3:mulliken_charge:R:1
C 1.7896 -2.0521 0.0305 -0.593
C 0.5595 -2.4145 -0.4971 -0.544
C 2.0638 -0.7152 0.4952 -0.642
C -0.4916 -1.5283 -0.4142 -0.475
C 0.9116 0.1196 0.6904 0.703
C -0.2806 -0.2664 0.1389 0.498
C 1.1570 1.4393 1.3647 -1.366
C -1.6763 0.9448 0.1771 -0.318
N -1.7720 1.1806 -1.2318 -0.293
Br -3.4500 0.1887 0.5917 -0.042
H 2.5590 -2.6023 -0.3103 0.412
H 0.4235 -3.2598 -1.1092 0.416
H 3.0909 -0.4276 0.5862 0.435
H -1.4129 -1.6460 -1.0182 0.253
H 0.1766 1.7341 1.8313 0.380
H 1.8140 1.3276 2.1662 0.448
H 1.5435 2.2930 0.6833 0.255
H -1.4710 1.8432 0.7027 0.466
H -2.0568 0.4000 -1.8528 0.338
H -2.5078 1.7936 -1.4573 0.344
H -0.9700 1.6478 -1.5672 0.325
```

Molar mass (g mol⁻¹): 201.1
Orbital gap (eV): 9.2
HOMO energy (eV): -12.82
Charge: +1
Relative energy (zero: lowest compared OMol25 entry of this formula, charge and spin) (kcal per mole): 31.3

The following is a quantum chemistry calculation of C4H4N2O2 as an isolated structure, from the OMol25 dataset.

Structure (XYZ):
```
12
Properties=species:S:1:pos:R:3:mulliken_charge:R:1
C 1.6308 1.8303 0.7888 -0.942
C 1.3632 0.2577 0.4380 0.265
C -0.0389 -0.6874 -0.6503 0.571
C -0.1942 0.0759 0.5130 0.246
H 2.8764 2.4088 0.9614 0.264
H 1.0624 2.2792 -0.0887 0.297
H 0.9595 2.2751 1.6790 0.280
H 1.8578 -0.3815 1.3029 0.235
N -1.1018 -1.1258 -1.1803 -0.421
N -1.4181 0.0947 0.8354 -0.350
O 1.3511 -0.5064 -0.8552 -0.348
O -2.0614 -0.5214 -0.1419 -0.099
```

Molar mass (g mol⁻¹): 112.1
Orbital gap (eV): 11.3
HOMO energy (eV): -10.94
Relative energy (zero: lowest compared OMol25 entry of this formula, charge and spin) (kcal per mole): 187.4

The following is a quantum chemistry calculation of C5H8F2Si as an isolated structure, from the OMol25 dataset.

Structure (XYZ):
```
16
Properties=species:S:1:pos:R:3:mulliken_charge:R:1
C -0.1472 -1.0366 -0.4627 0.406
C 1.0106 -0.9197 -0.3125 -0.703
C -2.2085 -0.6840 0.7073 -1.019
C 3.2248 1.6844 -0.1783 -0.987
C -1.5576 -1.4599 -0.5046 -0.484
F 4.1464 -1.1779 -0.8423 -0.214
F 3.9047 -0.6719 1.4230 -0.248
Si 3.2651 -0.1957 0.0299 0.794
H -1.5953 -0.8936 1.6327 0.284
H -3.2099 -0.9742 0.8290 0.362
H -2.0374 0.4035 0.4227 0.271
H 4.0825 1.9488 0.3397 0.318
H 3.4473 1.9337 -1.2505 0.299
H 2.4175 2.2748 0.0875 0.372
H -2.1294 -1.0233 -1.3035 0.235
H -1.5929 -2.5444 -0.6385 0.313
```

Molar mass (g mol⁻¹): 134.2
Orbital gap (eV): 10.1
HOMO energy (eV): -9.52
Relative energy (zero: lowest compared OMol25 entry of this formula, charge and spin) (kcal per mole): 45.5

The following is a quantum chemistry calculation of C27H22BN11NbO3S as an isolated structure, from the OMol25 dataset.

Structure (XYZ):
```
66
Properties=species:S:1:pos:R:3:lowdin_spin:R:1
Nb -16.2651 -7.7447 -0.8361 0.002
O -14.6688 -11.7969 -1.4721 0.239
C -13.3459 -11.6318 -1.2522 0.158
C -12.4689 -12.7386 -1.4346 0.096
C -11.1255 -12.5788 -1.4158 0.011
C -10.6159 -11.3005 -1.0627 0.232
C -11.4727 -10.2400 -0.7841 0.002
C -12.8758 -10.3606 -0.8346 0.129
C -13.8769 -9.3457 -0.4867 -0.022
O -15.1748 -9.5854 -0.5996 -0.022
N -13.4913 -8.1527 -0.0640 0.103
N -14.5724 -7.4544 0.3424 0.009
C -14.3736 -6.2758 0.9769 0.016
C -15.3954 -5.4218 1.4122 0.006
C -14.9991 -4.1689 1.9584 0.006
C -15.9604 -3.2923 2.3853 0.000
C -17.3202 -3.6222 2.2275 0.013
C -17.7169 -4.8110 1.6922 -0.001
C -16.7577 -5.7522 1.3285 0.011
O -17.0372 -6.9827 0.7850 0.001
H -15.1170 -10.8965 -1.1862 0.000
H -12.9860 -13.6909 -1.6375 0.002
H -10.4375 -13.3924 -1.6516 -0.002
H -9.5337 -11.1602 -1.0367 0.010
H -11.0544 -9.2690 -0.4979 -0.002
H -13.3722 -5.8721 1.1086 0.000
H -13.9332 -3.9571 2.0375 0.000
H -15.7160 -2.2995 2.8000 0.000
H -18.0926 -2.9196 2.5362 0.001
H -18.7664 -5.0646 1.5109 0.000
C -15.9422 -9.7140 -4.9512 0.000
C -15.5286 -8.7622 -4.0015 0.000
N -16.4803 -8.6465 -2.9927 0.000
N -17.5979 -9.3998 -3.4169 0.000
C -17.2448 -10.0959 -4.5415 0.000
B -18.9365 -9.4576 -2.5813 0.000
N -19.2551 -7.9391 -2.3256 0.000
C -20.4056 -7.2493 -2.5806 0.000
C -20.2190 -5.8847 -2.2183 0.000
C -18.8800 -5.7996 -1.7969 0.000
N -18.3020 -7.0596 -1.8090 0.000
N -18.6519 -10.0545 -1.1322 0.000
C -19.0781 -11.2649 -0.5743 0.000
C -18.5815 -11.3585 0.7428 0.000
C -17.8253 -10.1867 0.9499 0.000
N -17.8532 -9.4040 -0.1985 0.000
N -20.0140 -10.3029 -3.2752 0.000
C -19.8657 -11.6436 -3.6407 0.000
C -21.0648 -12.0655 -4.2771 0.000
C -21.9100 -10.9099 -4.2918 0.000
N -21.2529 -9.8534 -3.7151 0.000
H -15.3938 -10.1256 -5.7870 0.000
H -14.6386 -8.1477 -3.9444 0.000
H -17.9902 -10.6872 -5.0840 0.000
H -21.2605 -7.7725 -2.9842 0.000
H -20.9729 -5.1009 -2.2552 0.000
H -18.2835 -4.9538 -1.4605 0.000
H -19.7723 -11.9164 -1.0834 0.000
H -18.7372 -12.1716 1.4452 0.000
H -17.2908 -9.8208 1.8141 0.000
H -18.9416 -12.1881 -3.4211 0.000
H -21.2624 -13.0632 -4.6156 0.000
H -22.8970 -10.7455 -4.7252 0.000
S -15.4307 -3.8741 -3.3010 0.002
C -15.4416 -5.1833 -2.4534 0.000
N -15.5790 -6.1584 -1.7463 0.001
```

Molar mass (g mol⁻¹): 684.3
Orbital gap (alpha / beta) (eV): 6.0 / 4.0
HOMO energy (alpha / beta) (eV): -13.40 / -13.40
2S+1: 2
⟨S²⟩: 0.792
Charge: +2

The following is a quantum chemistry calculation of one molecule with the formula C4H5NS2, from the OMol25 dataset.

Structure (XYZ):
```
12
Properties=species:S:1:pos:R:3:mulliken_charge:R:1
C -1.6321 -1.7882 0.2152 -0.336
C -0.2701 -2.1106 0.0803 -0.084
C -2.1453 -0.5399 0.0684 0.393
C 0.5318 1.5642 0.3201 -0.855
N 0.1692 0.3903 -0.3252 -0.388
S -3.1698 0.5848 -0.1186 -0.314
S 0.9550 -1.0086 -0.1083 0.055
H -2.2112 -2.5787 0.7308 0.264
H 0.0017 -3.1079 0.4356 0.309
H -0.0669 2.3411 -0.0733 0.316
H 0.3934 1.5492 1.4425 0.252
H 1.4834 1.8721 0.1409 0.388
```

Molar mass (g mol⁻¹): 131.2
Orbital gap (alpha / beta) (eV): 6.8 / 6.8
HOMO energy (alpha / beta) (eV): -7.47 / -7.46
Relative energy (zero: lowest compared OMol25 entry of this formula, charge and spin) (kcal per mole): 92.4

The following is a quantum chemistry calculation of C16F48Li2N8O32S16 as an isolated structure, from the OMol25 dataset.

Structure (XYZ):
```
122
Properties=species:S:1:pos:R:3:mulliken_charge:R:1
Li -11.3791 8.3538 -16.7159 1.589
Li -12.0720 7.6032 -19.1083 1.700
C -17.6143 10.2441 -18.5282 0.581
F -16.5614 9.4994 -18.1095 -0.166
F -18.6191 9.4219 -18.8850 -0.249
F -18.0906 11.0925 -17.6411 -0.233
S -17.0158 11.1937 -20.0230 0.942
O -15.6881 11.7349 -19.6448 -0.563
O -16.8740 10.2065 -21.0326 -0.437
N -18.2057 12.4250 -20.1949 -0.467
S -18.2013 12.6248 -21.7044 1.044
O -16.9149 12.8011 -22.4110 -0.596
O -19.1405 11.7324 -22.3387 -0.677
C -18.9793 14.4015 -21.8518 0.491
F -17.9995 15.2677 -21.4774 -0.239
F -19.3072 14.6382 -23.1472 -0.232
F -20.0860 14.5257 -21.0791 -0.238
C -4.3787 3.8600 -24.4244 0.654
F -3.0445 4.0846 -24.6294 -0.236
F -5.0831 5.0301 -24.2963 -0.108
F -4.9690 3.0806 -25.3773 -0.217
S -4.5488 3.0508 -22.7067 1.016
O -5.3397 1.8216 -22.8609 -0.597
O -3.1383 2.9022 -22.2312 -0.755
N -5.1432 4.4027 -21.7456 -0.382
S -6.5117 3.8565 -21.3859 0.960
O -7.4520 3.8836 -22.5111 -0.489
O -6.5353 2.7219 -20.5403 -0.693
C -7.0263 5.3795 -20.2212 0.391
F -6.5661 5.1759 -18.9556 -0.274
F -6.5170 6.5320 -20.6899 -0.254
F -8.3386 5.4579 -20.1943 -0.055
C -10.2750 5.5318 -22.8994 -0.235
F -9.1445 6.2068 -22.6763 0.164
F -10.2687 4.9351 -24.0727 -0.245
F -10.4304 4.5768 -22.0200 -0.250
S -11.8326 6.7135 -22.6891 0.440
O -12.9676 5.8724 -23.0467 -0.492
O -11.7462 7.2060 -21.3148 0.010
N -11.5803 7.8394 -23.9626 -0.267
S -12.7956 8.8116 -23.7886 0.874
O -14.0289 8.1121 -24.1723 -0.594
O -12.8440 9.5655 -22.5268 -0.460
C -12.3612 10.1327 -25.1906 0.378
F -12.9161 9.8086 -26.3350 -0.243
F -12.8949 11.3120 -24.8802 -0.233
F -11.0242 10.2219 -25.4585 -0.201
C -10.4698 5.1401 -18.0252 0.209
F -9.7705 6.2600 -17.8154 -0.161
F -10.8295 5.0114 -19.3292 0.018
F -9.7092 4.1235 -17.7737 -0.208
S -12.0623 5.1853 -16.9615 0.489
O -12.9405 4.1895 -17.6474 -0.577
O -11.6351 4.9007 -15.6163 -0.500
N -12.5577 6.8003 -17.2255 -0.092
S -14.0365 6.7064 -16.6402 0.421
O -14.3958 5.7430 -15.5851 -0.542
O -14.3629 8.1048 -16.3896 -0.449
C -15.1119 5.9810 -18.2242 0.116
F -15.2777 4.6586 -18.1570 -0.235
F -16.2503 6.6722 -18.3300 -0.170
F -14.3851 6.2040 -19.3470 0.105
C -8.4587 9.1989 -18.3984 0.713
F -8.2149 8.2808 -19.3023 -0.170
F -8.8286 8.6169 -17.1875 -0.237
F -7.3947 10.0047 -18.3416 -0.207
S -9.9330 10.3416 -18.9878 0.587
O -9.8717 11.5768 -18.2159 -0.631
O -9.8566 10.5356 -20.4442 -0.487
N -11.2991 9.2467 -18.5150 0.115
S -12.5395 10.2185 -18.8027 0.594
O -12.4882 11.3935 -19.6235 -0.480
O -13.6055 9.2504 -19.1165 -0.538
C -12.8933 10.9096 -17.0116 0.288
F -14.1280 11.3608 -16.9772 -0.141
F -12.5727 9.9382 -16.0936 -0.205
F -12.0753 11.8810 -16.8243 -0.203
C -13.2667 2.7089 -22.2576 0.552
F -13.2573 3.5781 -21.1930 -0.093
F -12.4776 3.1643 -23.1741 -0.135
F -12.8302 1.5141 -21.9219 -0.250
S -15.0494 2.6112 -23.0197 1.089
O -14.8555 2.1633 -24.3961 -0.781
O -15.8363 1.6741 -22.2217 -0.616
N -15.5738 4.2915 -23.1739 -0.290
S -16.3806 4.5601 -21.8972 0.919
O -15.9955 3.8657 -20.6783 -0.554
O -16.4089 6.0405 -21.7605 -0.546
C -18.2810 4.0086 -22.2834 0.466
F -18.9059 4.9115 -23.0901 -0.248
F -18.3673 2.7579 -22.7202 -0.218
F -18.9504 4.1513 -21.1395 -0.244
C -7.8379 5.6728 -26.8739 0.623
F -7.3851 4.8253 -25.9041 -0.177
F -7.3888 5.1478 -28.0345 -0.261
F -9.1448 5.6944 -26.8994 -0.193
S -7.0236 7.4548 -26.6027 0.884
O -5.6293 7.1959 -26.1962 -0.558
O -7.1078 8.2734 -27.8177 -0.698
N -7.9769 8.0910 -25.2598 -0.213
S -6.9039 8.6308 -24.2691 0.879
O -6.1269 7.5781 -23.6326 -0.583
O -6.0966 9.7851 -24.7288 -0.740
C -8.0451 9.1725 -22.7941 0.314
F -9.1483 9.6940 -23.3457 -0.096
F -8.1647 8.2249 -21.8923 0.224
F -7.4093 10.1283 -22.1391 -0.256
C -8.5471 6.7375 -14.0814 0.593
F -7.9646 6.3691 -12.9293 -0.238
F -7.7924 7.5605 -14.8342 -0.196
F -8.8701 5.6137 -14.8428 -0.188
S -10.1200 7.6369 -13.6481 0.689
O -9.7916 8.5602 -12.5983 -0.582
O -10.5495 8.2274 -14.9342 -0.862
N -11.0785 6.2742 -13.1590 -0.323
S -12.3125 7.0363 -12.5706 0.828
O -12.0459 7.8278 -11.3776 -0.662
O -13.1368 7.6673 -13.6171 -0.451
C -13.4260 5.5483 -11.9712 0.638
F -14.7151 5.8384 -11.9604 -0.252
F -13.2586 4.5331 -12.7968 -0.206
F -13.1275 5.1303 -10.7420 -0.263
```

Molar mass (g mol⁻¹): 2255.1
Orbital gap (eV): 6.2
HOMO energy (eV): 2.44
Charge: -6